a:
A structure of composition C6H8N. Source: OMol25; level of theory: ωB97M-V/def2-TZVPD.

Summary:
total charge	+1
HOMO-LUMO gap (alpha / beta)	7.180 / 8.906	eV
HOMO energy (alpha / beta)	-12.676 / -13.184	eV

XYZ file:
```
15
C6H8N, DFT ωB97M-V/def2-TZVPD
H 1.1586 -2.2288 -0.3609
H 0.6547 -1.2462 1.1588
H 0.5967 1.5555 0.9604
H -2.8050 -1.7792 0.2873
H 1.1375 1.7591 -0.7682
C -1.9345 0.4563 0.0915
C -0.6525 -1.0347 -0.3548
H -2.4939 1.3331 0.2656
C 0.7549 1.0974 -0.0528
C -1.9712 -0.9272 0.1427
H 2.6458 -0.1270 -0.2967
C 1.6538 -0.1165 -0.0990
N -0.5893 0.5099 -0.4474
C 0.7104 -1.2839 -0.0518
H -0.6025 0.7286 -1.4125
```

Mulliken population analysis, charges in e, atoms 1 to 4: number 1, H, carries 0.458; number 2, H, carries 0.271; number 3, H, carries 0.286; number 4, H, carries 0.338



b:
A cluster of 2 separate species, C6H8N in total. Source: OMol25; level of theory: ωB97M-V/def2-TZVPD.

Summary:
total charge	+1
HOMO-LUMO gap	8.585	eV
HOMO energy	-14.076	eV

XYZ file:
```
15
C6H8N, DFT ωB97M-V/def2-TZVPD
C -2.5531 1.3708 -0.5852
H 3.3678 0.6688 -1.7496
C 0.0816 -1.5475 0.5303
H 2.3063 -1.6213 0.8737
H -3.0930 1.6629 0.2874
H -1.8994 2.1343 -1.0491
C -0.8068 -0.3945 0.0312
H -3.1852 1.0827 -1.3524
N -1.6846 0.2849 -0.3608
C 1.4258 -2.1587 0.8628
H -0.6306 -2.3925 0.6117
H 1.4569 -3.2532 0.9845
H 1.8732 1.7169 0.9537
C 3.0387 1.1382 -0.9299
C 2.3842 1.3275 0.0510
```

Mulliken population analysis, charges in e, atoms 1 to 4: number 1, C, carries -0.639; number 2, H, carries 0.408; number 3, C, carries -0.302; number 4, H, carries 0.332



Most stable pick: b. Distance to second place: 22.1 kJ/mol.



a:
A cluster of 2 separate species, C3H11N2 in total. Source: OMol25; level of theory: ωB97M-V/def2-TZVPD.

Summary:
total charge	+2
HOMO-LUMO gap (alpha / beta)	11.319 / 7.228	eV
spin multiplicity	2
⟨S²⟩	0.755
HOMO energy (alpha / beta)	-21.014 / -21.031	eV

XYZ file:
```
16
C3H11N2, DFT ωB97M-V/def2-TZVPD
H -3.5726 -0.8779 -0.0762
H 1.2943 -1.1061 -0.7617
C 1.4811 0.7567 -0.3043
H -1.7514 0.8324 1.0034
H -2.1135 -2.0031 -0.1069
H -2.8815 -1.3029 1.4563
N -1.7884 0.1715 0.2208
H 0.8218 1.4660 0.1104
H -2.1739 0.7161 -0.5555
H -0.7080 -0.1638 -0.1118
C 2.7711 0.9886 -0.5340
N 0.8487 -0.5683 -0.0089
H 1.0698 -0.7883 0.9908
H 3.2124 1.9079 -0.1872
C -2.6097 -1.1017 0.4179
H 3.5247 0.2359 -0.7228
```

Mulliken population analysis, charges in e, atoms 1 to 4: number 1, H, carries 0.347; number 2, H, carries 0.339; number 3, C, carries 0.277; number 4, H, carries 0.384



b:
A cluster of 2 separate species, C3H11N2 in total. Source: OMol25; level of theory: ωB97M-V/def2-TZVPD.

Summary:
total charge	+2
HOMO-LUMO gap (alpha / beta)	12.254 / 4.903	eV
spin multiplicity	2
⟨S²⟩	0.753
HOMO energy (alpha / beta)	-19.681 / -19.680	eV

XYZ file:
```
16
C3H11N2, DFT ωB97M-V/def2-TZVPD
H -2.2467 0.1717 2.2075
H 0.2117 -0.0201 -2.5580
H -2.2253 -2.0760 1.9478
H -0.6743 0.4793 1.4894
H 0.2647 1.3143 -0.6361
H 2.3797 1.9730 0.2241
C 1.1844 1.0431 -1.1311
C -1.6300 -0.1461 1.3518
C -1.5597 -1.5776 1.2109
H -1.8737 -1.9907 0.2409
N 1.0993 0.2015 -2.1335
H 1.9206 -0.2649 -2.4987
H -1.8357 0.4002 0.4029
H -0.5805 -2.1070 1.4556
H 3.2475 1.1545 -0.9343
N 2.3179 1.4447 -0.6391
```

Mulliken population analysis, charges in e, atoms 1 to 4: number 1, H, carries 0.345; number 2, H, carries 0.250; number 3, H, carries 0.345; number 4, H, carries 0.359



Most stable pick: b. Distance to second place: 42.5 kJ/mol.



a:
The molecule C6H9NO. Source: OMol25; level of theory: ωB97M-V/def2-TZVPD.

Summary:
HOMO-LUMO gap	9.426	eV
SMILES	C=C[C@]1(N)C[C@H]1C=O
HOMO energy	-8.510	eV

XYZ file:
```
17
C6H9NO, DFT ωB97M-V/def2-TZVPD
C -0.4687 2.5477 -0.1732
H -0.2046 -0.4597 -1.8266
C 0.0790 -0.7473 -0.8271
H -1.2676 2.4005 0.5436
N -0.3199 0.0074 1.6241
C -0.9043 -2.0962 -0.4487
C 0.3877 1.5800 -0.4531
C 1.4174 -0.8049 -0.1139
H 1.1844 1.7364 -1.1738
H -0.3273 3.5640 -0.5190
H 1.6639 -1.7205 0.4095
H -1.3184 0.1662 1.6122
H -0.3858 -3.0391 -0.1203
C 0.2920 0.0106 0.4058
H 2.2642 -0.2943 -0.5505
O -2.0874 -2.1591 -0.6684
H -0.0045 -0.6916 2.2794
```

Mulliken population analysis, charges in e, atoms 1 to 4: number 1, C, carries -0.688; number 2, H, carries 0.417; number 3, C, carries 0.056; number 4, H, carries 0.196



b:
The molecule C6H9NO. Source: OMol25; level of theory: ωB97M-V/def2-TZVPD.

Summary:
HOMO-LUMO gap	9.077	eV
HOMO energy	-8.665	eV

XYZ file:
```
17
C6H9NO, DFT ωB97M-V/def2-TZVPD
H -3.5188 1.3259 1.5838
H 0.7563 0.8742 1.6863
H 2.7121 0.8475 -1.3582
N 2.4961 -1.6979 0.3405
C 1.8910 -0.8130 -0.3206
C -2.0755 0.4707 0.1793
C 0.5214 -0.3343 -0.0609
H 1.9872 -2.0628 1.1433
O -1.2050 0.8003 1.1248
C 0.1162 0.4515 0.9251
H -3.9397 1.3874 -0.1610
C -3.4585 0.8049 0.6233
C 2.5473 -0.2157 -1.5252
H 1.9029 -0.3232 -2.3953
H 3.4993 -0.7067 -1.7048
H -0.2370 -0.6683 -0.7660
H -3.9953 -0.1405 0.6855
```

Mulliken population analysis, charges in e, atoms 1 to 4: number 1, H, carries 0.277; number 2, H, carries 0.380; number 3, H, carries 0.299; number 4, N, carries -0.658



c:
A structure of composition C6H9NO. Source: OMol25; level of theory: ωB97M-V/def2-TZVPD.

Summary:
HOMO-LUMO gap	9.784	eV
HOMO energy	-8.820	eV

XYZ file:
```
17
C6H9NO, DFT ωB97M-V/def2-TZVPD
H 2.5644 1.5067 -0.1641
C -0.9119 -1.1022 0.1734
H -0.2519 2.1011 -1.1587
N 0.1526 -1.3457 -0.8053
C -1.4755 0.3360 -0.0444
C 2.1365 0.2835 -0.4796
H -1.6006 -1.9149 0.1640
H 0.6049 -1.6441 1.4896
H -2.4660 0.6913 -0.4990
O -0.9426 1.4397 0.8739
H -0.1446 -0.2168 1.9279
H 2.2810 0.3872 -1.5893
C 0.2055 -0.7356 1.1237
C -0.2704 1.0716 -0.5587
H 0.1984 -1.4504 -2.0797
H 2.8048 -0.4999 -0.1680
C 0.7293 -0.0296 -0.0938
```

Mulliken population analysis, charges in e, atoms 1 to 4: number 1, H, carries 0.241; number 2, C, carries -0.064; number 3, H, carries 0.357; number 4, N, carries -0.691



d:
The molecule C6H9NO. Source: OMol25; level of theory: ωB97M-V/def2-TZVPD.

Summary:
HOMO-LUMO gap	9.439	eV
SMILES	CN1[C@@H]2C[C@H]1[C@@H]1O[C@@H]12
HOMO energy	-8.387	eV

XYZ file:
```
17
C6H9NO, DFT ωB97M-V/def2-TZVPD
H 2.2048 0.5002 0.0744
N 0.4421 -0.6005 -0.7517
H 0.3059 -1.6947 1.1289
H 0.0775 1.6315 -1.5049
H -0.1385 1.6137 1.4138
H 2.3620 -1.4662 0.0859
C 0.2776 0.7097 0.8256
H -2.5191 1.1561 -0.9890
C 1.8334 -0.5706 -0.4457
H 1.2417 0.8688 1.0420
C -0.1787 -0.8254 0.5743
H 2.2112 -0.6434 -1.6086
C -1.7313 -0.6301 0.4942
O -2.1221 -0.8573 -0.7259
C -1.8068 0.5675 -0.3657
C -0.1781 0.8752 -0.7146
H -2.2816 -0.6345 1.4671
```

Mulliken population analysis, charges in e, atoms 1 to 4: number 1, H, carries 0.163; number 2, N, carries -0.313; number 3, H, carries 0.349; number 4, H, carries 0.372



Most stable pick: b. Distance to second place: 9.4 kJ/mol.



a:
The molecule C3H4S. Source: OMol25; level of theory: ωB97M-V/def2-TZVPD.

Summary:
HOMO-LUMO gap	9.234	eV
SMILES	CC#CS
HOMO energy	-8.356	eV

XYZ file:
```
8
C3H4S, DFT ωB97M-V/def2-TZVPD
H 3.1330 1.0229 0.5763
C -1.5350 -0.2038 -0.1330
C 1.1284 0.0221 0.2774
H -1.8269 -0.0301 0.8429
H -1.8214 -1.1928 -0.4738
H -1.7161 0.4839 -1.0519
S 2.7659 0.0391 -0.1142
C -0.1278 -0.1413 0.0762
```

Mulliken population analysis, charges in e, atoms 1 to 4: number 1, H, carries 0.094; number 2, C, carries -0.949; number 3, C, carries -0.331; number 4, H, carries 0.304



b:
A structure of composition C3H4S. Source: OMol25; level of theory: ωB97M-V/def2-TZVPD.

Summary:
HOMO-LUMO gap	8.852	eV
HOMO energy	-8.443	eV

XYZ file:
```
8
C3H4S, DFT ωB97M-V/def2-TZVPD
C 0.5568 1.0372 -0.9954
H 0.3385 -0.3359 1.8291
S 1.8220 0.8455 0.2349
H 0.7526 1.5562 -1.8641
H 0.8612 -1.6056 0.5596
C 0.3583 -0.1246 0.7988
C -0.3938 0.3216 -0.3355
H -1.3397 0.0090 -0.5540
```

Mulliken population analysis, charges in e, atoms 1 to 4: number 1, C, carries -0.053; number 2, H, carries 0.476; number 3, S, carries -0.142; number 4, H, carries 0.448



Most stable pick: a. Distance to second place: 93.2 kJ/mol.



a:
The molecule C4H10N2. Source: OMol25; level of theory: ωB97M-V/def2-TZVPD.

Summary:
HOMO-LUMO gap (alpha / beta)	8.184 / 8.191	eV
HOMO energy (alpha / beta)	-7.646 / -7.652	eV

XYZ file:
```
16
C4H10N2, DFT ωB97M-V/def2-TZVPD
C -0.2099 0.5330 1.8024
H -0.1265 2.4331 -1.6039
H 1.5317 -0.4987 1.0535
C -0.3327 -1.6318 -0.6300
H -0.1711 -2.0779 -1.6159
N 0.2279 0.4980 -1.6758
H 1.3739 1.1723 0.4813
H 0.0977 -2.2907 0.1245
C 0.2177 -0.2483 -0.5720
H 0.2872 0.8696 2.7131
H -0.9020 1.3059 1.4718
N -0.5952 1.5834 -1.2695
H -0.0175 0.0433 -2.5541
H -1.4154 -1.5880 -0.4693
C 0.8194 0.2593 0.6997
H -0.7854 -0.3625 2.0442
```

Mulliken population analysis, charges in e, atoms 1 to 4: number 1, C, carries -1.109; number 2, H, carries 0.119; number 3, H, carries 0.329; number 4, C, carries -1.362



b:
The molecule C4H10N2. Source: OMol25; level of theory: ωB97M-V/def2-TZVPD.

Summary:
HOMO-LUMO gap	8.831	eV
SMILES	N/C=C/CCN
HOMO energy	-7.671	eV

XYZ file:
```
16
C4H10N2, DFT ωB97M-V/def2-TZVPD
C 0.2154 -0.5499 0.8193
H 0.9102 1.5399 -0.8947
H -1.8341 -0.9221 0.7997
H 1.2042 -0.4909 1.3135
H -2.3481 -0.0096 2.9958
H 2.2460 0.3377 -1.2102
N 0.7706 0.7952 -2.5775
C 0.2108 -0.5137 -0.7086
H 1.4819 1.3027 -3.1425
C -1.0025 -0.6408 1.4415
C 1.1978 0.5947 -1.2329
N -1.4431 0.0540 2.6249
H -0.8205 -0.2370 -1.0561
H 0.7557 -0.2075 -2.9988
H -1.0311 0.9566 3.0651
H 0.4147 -1.5565 -1.1201
```

Mulliken population analysis, charges in e, atoms 1 to 4: number 1, C, carries -0.434; number 2, H, carries 0.318; number 3, H, carries 0.266; number 4, H, carries 0.347



c:
A cluster of 2 separate species, C4H10N2 in total. Source: OMol25; level of theory: ωB97M-V/def2-TZVPD.

Summary:
HOMO-LUMO gap	8.702	eV
SMILES	C=CN.C=CN
HOMO energy	-7.764	eV

XYZ file:
```
16
C4H10N2, DFT ωB97M-V/def2-TZVPD
C 1.6331 -0.7905 -0.4130
H -2.1074 -1.2856 1.0665
C -1.9203 1.7228 -0.1806
H 1.3676 -1.3713 1.5679
H -0.9994 1.9463 0.3325
H 0.5585 -1.0273 -0.7019
H 2.4513 -0.2557 -2.3942
H -3.5754 0.3676 0.2215
H 2.7808 1.0092 -0.9230
C -2.4190 0.5480 0.2375
H 2.7184 -0.2162 1.1167
H -0.6560 -0.5514 0.3851
H -2.4236 2.6067 -0.5134
C 2.4654 -0.0089 -1.2628
N 1.9047 -0.7948 0.9577
N -1.7147 -0.6410 0.4073
```

Mulliken population analysis, charges in e, atoms 1 to 4: number 1, C, carries 0.097; number 2, H, carries 0.219; number 3, C, carries -0.918; number 4, H, carries 0.218



Most stable pick: b. Distance to second place: 99.6 kJ/mol.



a:
A structure of composition C4H10N2. Source: OMol25; level of theory: ωB97M-V/def2-TZVPD.

Summary:
HOMO-LUMO gap	9.771	eV
HOMO energy	-8.833	eV

XYZ file:
```
16
C4H10N2, DFT ωB97M-V/def2-TZVPD
N -0.7421 1.3808 0.7017
H 0.0538 -2.3794 0.2174
H 0.6705 -1.2341 1.4182
N -2.1314 0.0295 -0.6288
H 2.3750 0.3898 -0.0508
H 1.4247 1.7958 -0.6891
H -2.9340 0.6219 -0.4941
H 1.5417 1.3697 1.0859
H 0.2491 -0.5945 -1.5658
H -1.5719 1.7060 1.2031
H -2.2097 -0.7871 -1.2079
C 0.7014 -1.5104 0.3644
C 0.2790 -0.3386 -0.5038
C 1.4981 1.0205 0.0626
C -0.9309 0.3453 -0.0483
H 1.7265 -1.8152 0.1353
```

Mulliken population analysis, charges in e, atoms 1 to 4: number 1, N, carries -0.615; number 2, H, carries 0.338; number 3, H, carries 0.320; number 4, N, carries -0.394



b:
A cluster of 2 separate species, C4H10N2 in total. Source: OMol25; level of theory: ωB97M-V/def2-TZVPD.

Summary:
HOMO-LUMO gap	10.715	eV
SMILES	C=NC.C=NC
HOMO energy	-9.775	eV

XYZ file:
```
16
C4H10N2, DFT ωB97M-V/def2-TZVPD
H -0.7079 -0.7535 1.9013
C 2.4469 1.5048 -2.6888
H -1.6430 -0.7141 3.5302
H 2.8427 2.4492 -2.3459
C 0.3986 2.2082 -2.1173
H -0.6167 2.1471 -1.7246
C -0.9024 -1.1957 2.8676
H 3.0969 0.7199 -2.2060
H -2.8590 -1.8000 1.6202
N 1.0377 1.1575 -2.4188
H -2.8138 -3.6793 1.6878
N -1.3543 -2.6351 2.6953
H 2.8005 1.4253 -3.7187
H 0.6818 3.1987 -2.5223
C -2.3680 -2.7104 1.9292
H -0.0401 -1.3228 3.5108
```

Mulliken population analysis, charges in e, atoms 1 to 4: number 1, H, carries 0.322; number 2, C, carries -0.764; number 3, H, carries 0.316; number 4, H, carries 0.311



c:
A cluster of 2 separate species, C4H10N2 in total. Source: OMol25; level of theory: ωB97M-V/def2-TZVPD.

Summary:
HOMO-LUMO gap	10.384	eV
SMILES	[H]/N=C/N.C=CC
HOMO energy	-9.525	eV

XYZ file:
```
16
C4H10N2, DFT ωB97M-V/def2-TZVPD
H 2.5864 0.8410 -0.6791
H -0.3677 -0.9632 2.1605
N -2.1906 -1.2975 1.1842
H -1.8257 -1.9116 0.4707
H 0.7192 -0.5140 -2.7078
C 1.4897 -0.3857 -1.9564
C 1.8081 0.7857 -1.4357
H 0.2338 2.1348 -0.9228
H 2.0373 -1.2137 -1.5179
N -1.9483 -1.0985 3.4847
C 1.0021 2.0341 -1.6835
H 1.6220 2.9175 -1.5573
H 0.6896 2.0377 -2.7236
H -3.1640 -1.4759 1.4007
C -1.4352 -1.1021 2.3175
H -1.2568 -0.7886 4.1657
```

Mulliken population analysis, charges in e, atoms 1 to 4: number 1, H, carries 0.298; number 2, H, carries 0.312; number 3, N, carries -0.473; number 4, H, carries 0.225



Most stable pick: c. Distance to second place: 75.3 kJ/mol.